# 1
The following is a quantum chemistry calculation of C5H14N2 in the gas phase at a distorted geometry, from the OMol25 dataset.

Atoms and positions in Å:
1 C -2.28724 -0.91218 -1.39858
2 C -0.85997 -0.40671 -1.18760
3 C -0.47863 -0.33603 0.31099
4 N -0.90994 -1.55046 1.01322
5 C 1.04796 -0.15978 0.45941
6 N 1.50471 1.08376 -0.13606
7 C 1.93577 2.09734 0.85671
8 H -2.96248 -0.31858 -0.81036
9 H -2.57025 -0.89626 -2.44925
10 H -2.34851 -1.96664 -1.11484
11 H -0.08665 -0.98920 -1.69007
12 H -0.83046 0.61971 -1.55472
13 H -0.94721 0.56105 0.71222
14 H -0.12401 -2.18571 1.08073
15 H -1.20518 -1.31620 1.95257
16 H 1.32088 -0.29671 1.50989
17 H 1.47489 -0.94753 -0.13818
18 H 2.28571 0.82603 -0.72219
19 H 3.02469 2.12854 0.94874
20 H 1.58190 3.09150 0.56483
21 H 1.43402 1.87406 1.79254

Calculated values
SMILES: CC[C@@H](N)CNC
Total charge: 0

# 2
The following is a quantum chemistry calculation of C5H14N2 in the gas phase at a distorted geometry, from the OMol25 dataset.

Atoms and positions in Å:
1 C -0.61019 -0.60071 -2.76359
2 N -0.75033 -0.00912 -1.39831
3 C -0.48883 -1.33383 -0.47410
4 C -0.09153 -0.88515 0.97551
5 C 0.85921 0.43976 1.14810
6 C -0.17272 1.74173 1.15605
7 N 1.80197 0.34383 2.24073
8 H -0.95603 0.03664 -3.63474
9 H -1.44155 -1.34542 -3.00389
10 H 0.40125 -0.98053 -2.97627
11 H -1.48594 0.55951 -0.76846
12 H -1.40396 -2.01518 -0.52329
13 H 0.32748 -1.91531 -1.13550
14 H -1.01049 -0.51273 1.50288
15 H 0.29535 -1.72447 1.41010
16 H 1.38247 0.68705 0.26091
17 H -0.73902 1.51604 2.05630
18 H 0.23674 2.79386 1.37798
19 H -0.94535 2.07674 0.26260
20 H 2.65779 -0.30285 2.02480
21 H 2.13370 1.43016 2.26218

Calculated values
SMILES: CNCC[C@@H](C)N
Total charge: 0

# 3
The following is a quantum chemistry calculation of C5H14N2 in the gas phase at a distorted geometry, from the OMol25 dataset.

Atoms and positions in Å:
1 C 1.15816 -1.33757 -2.06132
2 C -0.13721 -1.12958 -1.28686
3 C -0.04977 -0.16545 -0.08138
4 C 0.80296 1.11861 -0.40189
5 N -1.41443 -0.05870 0.52074
6 C -1.49241 0.89656 1.62452
7 N -0.56123 0.67110 2.84079
8 H 1.17134 -0.53189 -2.90527
9 H 0.98050 -2.25419 -2.51537
10 H 2.03369 -1.38902 -1.47267
11 H -0.57951 -2.13494 -1.18218
12 H -0.81580 -0.63036 -1.98479
13 H 0.57211 -0.71433 0.69293
14 H 0.75272 1.50008 -1.41019
15 H 1.96210 0.97926 -0.06834
16 H 0.56415 1.92585 0.36147
17 H -1.58001 -1.06099 0.75810
18 H -2.49705 0.94934 2.00655
19 H -1.06961 1.75766 1.08087
20 H -0.01855 1.57068 2.90130
21 H 0.21786 0.03785 2.58299

Calculated values
SMILES: CC[C@@H](C)NCN
Total charge: 0

# 4
The following is a quantum chemistry calculation of C5H14N2 in the gas phase at a distorted geometry, from the OMol25 dataset.

Atoms and positions in Å:
1 C 1.92891 1.89586 1.01124
2 C 1.40922 0.60205 0.39760
3 C 1.81411 -0.63176 1.17499
4 C -0.10607 0.68605 0.16442
5 N -0.52076 -0.43370 -0.69773
6 C -1.96413 -0.39314 -0.95966
7 N -2.43147 -1.72982 -1.26962
8 H 1.79067 2.75312 0.35703
9 H 1.43114 2.16162 1.94784
10 H 2.98522 1.82403 1.19936
11 H 1.80673 0.51718 -0.60976
12 H 1.18501 -0.82580 2.04911
13 H 2.86037 -0.58651 1.49828
14 H 1.79711 -1.53836 0.56005
15 H -0.61625 0.59657 1.13587
16 H -0.34985 1.61123 -0.35218
17 H -0.39571 -1.29147 -0.16776
18 H -2.20355 0.29291 -1.77473
19 H -2.47760 -0.05459 -0.05203
20 H -2.40639 -1.96216 -2.25106
21 H -3.35976 -1.91645 -0.92348

Calculated values
SMILES: CC(C)CNCN
Total charge: 0

# 5
The following is a quantum chemistry calculation of C5H14N2 in the gas phase at a distorted geometry, from the OMol25 dataset.

Atoms and positions in Å:
1 C 1.11608 -0.87210 1.80270
2 N 0.02319 -0.76922 0.85357
3 C 0.44794 -0.32126 -0.46824
4 C 0.75991 -1.43633 -1.45775
5 C -0.50287 0.70788 -1.09068
6 C -0.82095 1.87560 -0.16815
7 N -1.76569 1.58428 0.97616
8 H 1.87204 -1.59793 1.48617
9 H 1.54011 0.11203 2.00247
10 H 0.72573 -1.21896 2.76387
11 H -0.38182 -1.69970 0.78302
12 H 1.36118 0.27512 -0.31781
13 H 1.34649 -2.24662 -1.04144
14 H 1.31082 -1.02740 -2.30928
15 H -0.17541 -1.83378 -1.85442
16 H 0.01520 1.14108 -1.95502
17 H -1.41265 0.25191 -1.47771
18 H 0.09202 2.22397 0.31582
19 H -1.31274 2.68732 -0.69942
20 H -1.54007 0.63838 1.27665
21 H -2.69851 1.52571 0.57948

Calculated values
SMILES: CN[C@@H](C)CCN
Total charge: 0

# 6
The following is a quantum chemistry calculation of C5H14N2 in the gas phase at a distorted geometry, from the OMol25 dataset.

Atoms and positions in Å:
1 C 2.05324 2.07320 0.75491
2 N 1.51244 0.89225 0.10576
3 C 0.71381 0.02786 1.05821
4 C -0.40351 -0.74303 0.22403
5 C -1.71115 -1.07123 0.96515
6 N -0.77230 -0.06501 -1.09341
7 C -0.75347 -1.03793 -2.28506
8 H 1.34194 2.71092 1.19797
9 H 2.74353 1.92939 1.61154
10 H 2.67286 2.50354 -0.06482
11 H 0.84808 1.12568 -0.66827
12 H 0.22491 0.62126 1.85599
13 H 1.41277 -0.53663 1.71635
14 H 0.04372 -1.75314 0.00073
15 H -2.13231 -0.10684 1.42512
16 H -2.49394 -1.29420 0.19225
17 H -1.49354 -1.71692 1.80055
18 H -1.71520 0.38187 -1.10352
19 H -0.72936 -2.01757 -1.88460
20 H 0.23326 -0.98533 -2.87805
21 H -1.59580 -0.93814 -2.93085

Calculated values
SMILES: CNC[C@@H](C)NC
Total charge: 0

# 7
The following is a quantum chemistry calculation of 2 unconnected molecules or ions with the total composition C5H14N2O at a distorted geometry, from the OMol25 dataset.

Atoms and positions in Å:
1 C -1.34445 1.37890 -0.81318
2 C -0.49771 0.13917 -0.63174
3 C -0.09377 -0.57109 -1.90272
4 C -0.57755 -0.58277 0.53780
5 N -1.13055 -0.09430 1.73563
6 N -0.32311 -1.95981 0.60609
7 H -1.25503 2.04832 0.04068
8 H -2.39959 1.12096 -0.94958
9 H -1.01980 1.93203 -1.69281
10 H 0.88046 -1.05270 -1.79841
11 H -0.01253 0.13674 -2.72475
12 H -0.82771 -1.32954 -2.18957
13 H -1.81266 -0.72107 2.14568
14 H -1.50294 0.84140 1.68973
15 H 0.07422 -2.23569 1.49670
16 H 0.22504 -2.31880 -0.16091
17 C 2.08644 0.25705 1.18857
18 O 1.61120 1.22710 -0.02442
19 H 1.41309 0.31584 2.04243
20 H 3.02796 0.72512 1.45917
21 H 2.25433 -0.75479 0.82086
22 H 1.22465 1.49792 -0.87525

Calculated values
SMILES: CC(C)=C(N)N.CO
Total charge: 0

# 8
The following is a quantum chemistry calculation of 2 unconnected molecules or ions with the total composition C5H14N2O at a distorted geometry, from the OMol25 dataset.

Atoms and positions in Å:
1 C -1.14865 -2.19310 -0.55678
2 C -0.51492 -1.26888 -1.28892
3 N -0.57417 -1.22557 -2.66735
4 C 0.00314 0.02527 -0.69450
5 C -1.09581 0.85651 -0.02902
6 C -1.31136 0.43959 1.42631
7 N -0.77779 2.27878 -0.18706
8 H -1.86236 -2.95036 -0.88319
9 H -0.86653 -2.55643 0.42565
10 H -0.88323 -2.04321 -3.15271
11 H -0.54329 -0.29893 -3.04883
12 H 0.49182 0.56422 -1.47165
13 H 0.77172 -0.08821 0.05394
14 H -2.06654 0.69365 -0.50241
15 H -0.54373 0.77358 2.12604
16 H -2.31497 0.67057 1.76199
17 H -1.23096 -0.62798 1.52464
18 H 0.17479 2.47684 0.09319
19 H -1.39134 2.81616 0.41257
20 O 4.47851 0.64092 3.00796
21 H 4.20004 0.60973 3.93189
22 H 3.72901 0.09305 2.74383

Calculated values
SMILES: C=C(N)C[C@@H](C)N.O
Total charge: 0

Calculated highest occupied orbital energy in order - -0.3193; -0.3096; -0.3270; -0.3266; -0.3181; -0.3068; -0.2458; -0.2947 hartree
Calculated ΔE to the lowest compared entry with this formula, charge and spin in order - 89.2; 442.4; 202.2; 52.1; 68.9; 209.8; 423.6; 243.7 kJ/mol
Calculated frontier orbital gap in order - 9.7; 9.4; 9.8; 10.0; 9.7; 9.4; 7.6; 8.6 eV